Below is C6H8N as an isolated structure at a distorted geometry, with properties calculated with the ωB97M-V functional and the def2-TZVPD basis.

Summary:
Strongest force on any atom (eV/A): 2.79
Energy above the lowest of the compared OMol25 structures with the same formula, charge and spin (kcal per mole): 172.1
Calculated total energy (a.u.): -287.68200
LUMO (eV): -5.151
Total charge: +1
Spin multiplicity: 1

Cartesian coordinates (Å):
C1 0.31 -1.11 1.47
C2 -0.31 -0.79 -0.07
C3 0.91 -0.03 2.37
C4 1.31 -0.39 0.95
C5 -1.03 1.11 -1.59
C6 -0.54 -0.33 -1.37
N1 -0.79 -1.61 0.72
H1 0.62 0.93 2.73
H2 1.54 -0.44 3.08
H3 2.18 -0.30 0.35
H4 -1.91 1.48 -0.98
H5 -1.18 1.14 -2.73
H6 -0.28 1.86 -1.32
H7 0.41 -0.48 -1.95
H8 -1.24 -1.05 -1.66

Below is an isolated ion of composition C6H8N and charge +1 at a distorted geometry, with properties calculated with the ωB97M-V functional and the def2-TZVPD basis.

Summary:
SMILES string: C1=C[C@]23[NH2+]C[C@@H]2[C@@H]13
Strongest force on any atom (eV/A): 3.90
Energy above the lowest of the compared OMol25 structures with the same formula, charge and spin (kcal per mole): 144.1
Calculated total energy (a.u.): -287.72660
LUMO (eV): -4.283
Total charge: +1
Spin multiplicity: 1

Cartesian coordinates (Å):
C1 -1.50 1.48 -0.25
C2 -1.83 0.21 -0.53
C3 -0.63 -0.35 0.09
N1 0.36 -1.49 0.32
C4 1.55 -0.56 0.11
C5 0.88 0.68 -0.32
C6 -0.21 1.06 0.58
H1 -1.78 2.40 -0.73
H2 -2.63 -0.10 -1.18
H3 0.38 -2.11 -0.45
H4 0.29 -1.91 1.30
H5 2.14 -1.14 -0.61
H6 1.97 -0.56 1.16
H7 1.20 1.24 -1.18
H8 -0.20 1.16 1.68

Below is an isolated ion of composition C6H8N and charge +1 at a distorted geometry, with properties calculated with the ωB97M-V functional and the def2-TZVPD basis.

Summary:
SMILES string: C1=[NH+]C[C@@H]2CC2=C1
Strongest force on any atom (eV/A): 2.89
Energy above the lowest of the compared OMol25 structures with the same formula, charge and spin (kcal per mole): 88.5
Calculated total energy (a.u.): -287.81519
LUMO (eV): -5.354
Total charge: +1
Spin multiplicity: 1

Cartesian coordinates (Å):
C1 -0.16 -1.79 0.34
N1 -1.15 -0.97 0.00
C2 -1.21 0.41 -0.51
C3 -0.20 1.13 0.37
C4 1.24 1.48 -0.13
C5 0.93 0.16 0.30
C6 1.13 -1.17 0.26
H1 -0.29 -2.86 0.44
H2 -2.08 -1.27 0.14
H3 -2.27 0.69 -0.42
H4 -1.02 0.32 -1.55
H5 -0.44 1.79 1.16
H6 1.51 1.60 -1.22
H7 1.90 2.09 0.52
H8 2.12 -1.61 0.30

Below is an isolated ion of composition C6H8N and charge +1 at a distorted geometry, with properties calculated with the ωB97M-V functional and the def2-TZVPD basis.

Summary:
SMILES string: C=C=[N+]=C1C[C@H]1C
Strongest force on any atom (eV/A): 4.34
Energy above the lowest of the compared OMol25 structures with the same formula, charge and spin (kcal per mole): 138.9
Calculated total energy (a.u.): -287.73481
LUMO (eV): -5.632
Total charge: +1
Spin multiplicity: 1

Cartesian coordinates (Å):
C1 3.15 -1.22 1.36
C2 2.21 -1.02 0.50
N1 1.62 -0.23 -0.26
C3 0.42 0.04 -0.66
C4 -0.70 -0.80 -0.40
C5 -0.80 0.71 -0.88
C6 -1.17 1.72 0.21
H1 3.90 -0.36 1.27
H2 3.41 -2.12 1.90
H3 -1.06 -1.44 -1.09
H4 -1.06 -0.86 0.66
H5 -1.09 0.97 -1.95
H6 -0.27 2.05 0.86
H7 -1.87 1.31 0.94
H8 -1.62 2.54 -0.30

Below is C6H8N2 as an isolated structure at a distorted geometry, with properties calculated with the ωB97M-V functional and the def2-TZVPD basis.

Summary:
Strongest force on any atom (eV/A): 6.24
Energy above the lowest of the compared OMol25 structures with the same formula, charge and spin (kcal per mole): 163.1
Calculated total energy (a.u.): -342.67408
LUMO (eV): 0.983
Total charge: 0
Spin multiplicity: 1

Cartesian coordinates (Å):
C1 0.28 2.11 -1.51
C2 -1.33 0.26 1.16
C3 -0.44 -0.90 1.47
C4 0.71 -0.27 0.41
C5 1.35 -1.26 -0.55
C6 1.49 -2.07 -1.41
H1 0.03 3.02 -2.10
H2 0.97 1.42 -1.81
H3 -1.27 1.19 1.95
H4 -2.30 -0.11 0.96
H5 -0.71 -1.86 1.12
H6 -0.33 -0.86 2.61
H7 1.41 0.38 0.91
H8 1.30 -3.05 -2.36
N1 -0.56 1.66 -0.74
N2 -0.60 0.34 -0.12

Below is one molecule with the formula C6H8N2 at a distorted geometry, with properties calculated with the ωB97M-V functional and the def2-TZVPD basis.

Summary:
Strongest force on any atom (eV/A): 3.80
Energy above the lowest of the compared OMol25 structures with the same formula, charge and spin (kcal per mole): 125.4
Calculated total energy (a.u.): -342.73405
LUMO (eV): 0.405
Total charge: 0
Spin multiplicity: 1

Cartesian coordinates (Å):
C1 -0.02 1.65 -0.35
C2 -0.90 2.74 -0.39
C3 0.31 0.52 -0.05
C4 0.16 -1.56 1.19
C5 1.62 -1.28 -1.02
C6 1.12 -0.67 0.27
N1 -2.06 2.73 -0.19
N2 -3.21 3.09 0.07
H1 -3.78 2.70 -0.70
H2 0.22 -1.00 2.14
H3 0.33 -2.54 1.35
H4 -0.88 -1.54 0.79
H5 2.18 -0.68 -1.69
H6 0.71 -1.53 -1.58
H7 2.32 -2.24 -0.79
H8 1.89 -0.40 0.96